89
Properties=species:S:1:pos:R:3 method="wB97M-V/def2-TZVPD" spin_multiplicity=2 charge=+1 homo_lumo_gap_ev="6.2 / 6.1"
Mn -0.818 -0.713 0.018
C -1.626 4.898 0.182
N -1.892 3.468 0.225
C -3.129 2.898 0.280
C -2.931 1.553 0.196
N -1.591 1.285 0.077
C -0.986 2.466 0.105
P 0.770 2.846 -0.086
C 0.891 2.408 -1.842
N -0.163 2.163 -2.586
C 0.294 2.111 -3.871
C 1.639 2.336 -3.899
N 2.019 2.545 -2.599
C 3.365 2.825 -2.147
C 1.427 1.445 0.858
N 0.920 0.228 0.958
C 1.687 -0.436 1.873
C 2.670 0.386 2.331
N 2.496 1.580 1.692
C 3.351 2.742 1.879
H -2.548 5.420 0.424
H -1.301 5.193 -0.814
H -0.862 5.163 0.909
H -4.026 3.486 0.365
H -3.676 0.782 0.208
H -0.365 1.892 -4.695
H 2.351 2.357 -4.706
H 4.040 2.014 -2.420
H 3.368 2.930 -1.063
H 3.727 3.757 -2.581
H 1.481 -1.455 2.152
H 3.452 0.239 3.055
H 3.689 2.762 2.913
H 2.787 3.648 1.673
H 4.218 2.694 1.222
O -0.686 3.569 6.711
C -0.094 2.365 6.586
O 0.734 2.016 7.378
C -0.499 1.506 5.421
C -0.014 0.202 5.411
C -0.305 -0.644 4.357
C -1.077 -0.190 3.291
C -1.569 1.108 3.292
C -1.285 1.945 4.361
N -1.324 -1.045 2.174
C -1.681 -2.243 2.441
C -1.841 -3.194 1.345
C -2.233 -4.504 1.572
C -2.324 -5.358 0.482
C -2.022 -4.862 -0.773
C -1.652 -3.532 -0.916
N -1.559 -2.704 0.126
H -1.391 3.681 6.064
H 0.601 -0.126 6.237
H 0.104 -1.646 4.344
H -2.176 1.457 2.473
H -1.685 2.952 4.323
H -1.876 -2.586 3.457
H -2.457 -4.842 2.574
H -2.626 -6.387 0.615
H -2.079 -5.489 -1.651
H -1.429 -3.106 -1.883
C 3.355 -1.905 -0.853
C 2.161 -2.659 -0.335
C 2.397 -4.045 0.196
O 1.050 -2.171 -0.343
H 4.187 -1.977 -0.151
H 3.095 -0.864 -1.031
H 3.683 -2.364 -1.789
H 2.991 -4.632 -0.506
H 1.450 -4.540 0.393
H 2.979 -3.978 1.119
C 0.736 -1.497 -5.525
C 1.425 -1.279 -4.310
C 0.725 -1.024 -3.166
C -0.694 -0.985 -3.144
C -1.400 -0.740 -1.923
C -2.779 -0.716 -2.021
C -3.475 -0.917 -3.234
C -2.790 -1.151 -4.391
C -1.375 -1.193 -4.369
C -0.627 -1.445 -5.551
H 1.291 -1.696 -6.433
H 2.509 -1.294 -4.299
H 1.237 -0.816 -2.238
H -3.384 -0.583 -1.132
H -4.558 -0.885 -3.245
H -3.309 -1.302 -5.330
H -1.164 -1.599 -6.479

---

20
Properties=species:S:1:pos:R:3 method="wB97M-V/def2-TZVPD" spin_multiplicity=1 charge=0 relative_energy_kj_mol=379.8 homo_lumo_gap_ev=9.1
C -0.481 0.919 0.670
C -0.887 -0.449 0.445
C 0.857 -1.204 -0.191
C -2.087 1.645 0.198
C 2.218 -1.008 0.429
O 0.526 1.604 0.050
O 0.826 -0.622 -1.535
O -1.676 -0.941 -0.567
H 0.671 1.208 -0.839
H -1.178 -0.777 -1.401
H 1.523 -1.018 -2.086
H -0.480 1.154 1.735
H -1.098 -0.963 1.381
H 0.641 -2.271 -0.308
H 2.539 0.037 0.434
H -2.962 1.068 -0.096
H -2.404 2.289 1.019
H -1.782 2.254 -0.652
H 2.230 -1.392 1.453
H 3.004 -1.533 -0.140

---

22
Properties=species:S:1:pos:R:3 method="wB97M-V/def2-TZVPD" spin_multiplicity=1 charge=0 relative_energy_kj_mol=538.9 homo_lumo_gap_ev=9.5
C -1.210 0.854 -0.784
C 0.062 0.139 -0.135
C 0.137 -1.409 -0.358
C 0.837 -1.119 -1.624
C 0.216 0.463 1.314
C -0.374 -0.538 2.377
H -1.275 2.896 -0.326
H -0.020 2.287 -1.584
H -1.490 0.683 -1.752
H -1.951 0.767 0.001
H -0.695 -2.222 -0.442
H 0.950 -1.859 0.474
H 0.476 -1.194 -2.728
H 1.545 -1.909 -1.842
H 1.542 0.941 -1.577
H 0.080 1.479 1.379
H -0.761 -1.489 2.207
H -0.858 -0.199 3.225
H 1.615 -0.815 1.931
N -1.020 2.220 -1.087
N 1.194 0.132 -1.003
N 1.002 -0.107 2.334

---

75
Properties=species:S:1:pos:R:3 method="wB97M-V/def2-TZVPD" spin_multiplicity=1 charge=+2 relative_energy_kj_mol=150.4 homo_lumo_gap_ev="5.9 / 6.1"
Y 0.715 -0.668 -0.347
C 2.483 -2.953 1.219
N 2.804 -1.823 0.321
C 3.640 -0.821 1.035
C 3.397 0.616 0.625
C 4.431 1.444 0.242
C 4.157 2.774 -0.050
C 2.858 3.237 0.066
C 1.878 2.348 0.460
N 2.131 1.063 0.739
C 3.448 -2.341 -0.894
C 2.446 -2.878 -1.888
C 2.901 -3.377 -3.096
C 1.980 -3.764 -4.052
C 0.624 -3.660 -3.765
C 0.254 -3.170 -2.536
N 1.139 -2.782 -1.600
C 1.382 -2.651 2.205
C 1.218 -3.423 3.343
C 0.156 -3.150 4.193
C -0.697 -2.095 3.900
C -0.460 -1.358 2.759
N 0.543 -1.649 1.915
H 3.369 -3.270 1.777
H 2.169 -3.795 0.603
H 4.699 -1.067 0.941
H 3.382 -0.889 2.093
H 5.435 1.055 0.155
H 4.952 3.435 -0.366
H 2.602 4.264 -0.152
H 0.845 2.665 0.556
H 4.162 -3.135 -0.645
H 4.013 -1.538 -1.370
H 3.966 -3.429 -3.288
H 2.312 -4.136 -5.013
H -0.129 -3.951 -4.484
H -0.792 -3.070 -2.273
H 1.911 -4.227 3.559
H 0.003 -3.750 5.081
H -1.524 -1.843 4.550
H -1.088 -0.512 2.492
C -4.060 5.017 2.403
C -3.426 3.674 2.748
S -3.039 2.706 1.298
O -2.285 3.495 0.352
O -2.434 1.449 1.707
C -4.651 2.363 0.567
C -4.541 1.772 -0.840
N -3.599 0.643 -0.892
C -2.336 0.721 -1.357
N -1.628 -0.332 -0.944
C -2.470 -1.127 -0.210
C -3.683 -0.540 -0.183
N -4.846 -1.040 0.496
O -4.679 -2.036 1.164
O -5.883 -0.415 0.396
C -1.845 1.796 -2.255
H -4.077 5.650 3.288
H -5.089 4.905 2.067
H -3.489 5.532 1.632
H -4.035 3.039 3.394
H -2.452 3.783 3.232
H -5.170 3.321 0.516
H -5.198 1.710 1.245
H -4.187 2.522 -1.541
H -5.524 1.437 -1.157
H -2.183 -2.062 0.248
H -2.392 1.765 -3.200
H -0.794 1.646 -2.477
H -1.964 2.776 -1.799
Se 3.251 -0.023 -5.991
Sb 3.743 0.784 -3.663
Se 3.963 3.277 -3.802
Se 5.732 -0.240 -2.891
Se 1.556 0.308 -2.561

---

28
Properties=species:S:1:pos:R:3 method="wB97M-V/def2-TZVPD" spin_multiplicity=1 charge=0 relative_energy_kj_mol=368.5 homo_lumo_gap_ev=8.2
C 0.323 -2.643 -0.926
C -1.670 -0.296 0.805
C 2.769 -1.176 -1.947
C 0.412 -0.153 -1.997
C 2.341 0.552 -0.316
C -3.942 0.585 1.287
C -2.099 0.730 2.978
C 1.086 -1.617 -0.124
C 1.628 -0.555 -1.139
N -0.060 -3.469 -1.606
N -2.483 0.309 1.587
S -0.063 -0.799 1.229
H 3.698 -1.311 -1.267
H 2.610 -2.188 -2.434
H 3.016 -0.512 -2.806
H 0.437 0.754 -2.448
H -0.425 -0.056 -1.300
H 0.168 -0.967 -2.699
H 1.685 1.221 0.090
H 3.028 1.184 -0.985
H 3.082 0.100 0.349
H -3.929 1.286 0.300
H -4.280 -0.492 1.057
H -4.405 1.140 2.106
H -1.073 0.423 3.259
H -2.277 1.741 3.039
H -2.946 0.291 3.580
H 1.955 -1.977 0.561

---

8
Properties=species:S:1:pos:R:3 method="wB97M-V/def2-TZVPD" spin_multiplicity=1 charge=+1 relative_energy_kj_mol=196.6 homo_lumo_gap_ev=10.7
C -1.312 0.286 0.115
N -0.517 -0.642 -0.164
N -1.959 1.250 0.068
Br 2.777 -0.032 0.067
H 3.959 -0.440 -0.318
H -0.802 -1.523 -0.506
H 0.512 -0.706 0.030
H -2.659 1.809 0.709

---

46
Properties=species:S:1:pos:R:3 method="wB97M-V/def2-TZVPD" spin_multiplicity=2 charge=+3 relative_energy_kj_mol=0.0 homo_lumo_gap_ev="7.9 / 5.2"
Ir 0.185 -0.083 0.066
C 1.533 -2.295 2.104
C 2.291 -1.068 2.594
S 1.965 0.438 1.596
C 1.190 1.609 2.782
C -0.047 2.261 2.195
S -1.239 1.144 1.400
C -1.822 -0.014 2.681
C -0.872 -1.149 3.025
S -0.139 -1.911 1.528
H 2.020 -2.761 1.246
H 1.469 -3.055 2.885
H 2.084 -0.814 3.632
H 3.364 -1.249 2.523
H 0.998 1.082 3.714
H 1.935 2.380 2.986
H -0.582 2.843 2.948
H 0.212 2.947 1.385
H -2.061 0.576 3.568
H -2.766 -0.391 2.286
H -0.074 -0.831 3.689
H -1.419 -1.949 3.527
N 1.657 -0.783 -1.392
C 1.702 0.204 -2.519
C 0.580 1.192 -2.375
O -0.038 1.652 -3.291
O 0.251 1.491 -1.101
H 2.564 -0.814 -0.934
H 1.457 -1.713 -1.748
H 1.576 -0.290 -3.480
H 2.635 0.768 -2.495
C -4.371 -1.651 -0.396
N -3.962 -0.490 -1.171
C -4.956 0.507 -1.639
C -4.139 1.400 -2.594
N -2.767 0.900 -2.383
C -2.770 -0.170 -1.619
S -1.308 -1.148 -1.384
H -4.897 -1.323 0.500
H -3.500 -2.247 -0.128
H -5.049 -2.267 -0.987
H -5.352 1.047 -0.778
H -5.780 -0.003 -2.134
H -4.202 2.457 -2.351
H -4.417 1.263 -3.638
H -1.934 1.315 -2.793

---

11
Properties=species:S:1:pos:R:3 method="wB97M-V/def2-TZVPD" spin_multiplicity=1 charge=0 relative_energy_kj_mol=768.2 homo_lumo_gap_ev=9.4
C -0.906 0.855 -0.142
C 1.061 -0.333 -0.006
C 2.464 -0.330 0.199
H -3.397 -1.146 -0.435
H -1.374 1.880 0.520
H 0.298 -1.032 -0.395
H 2.719 0.661 0.257
H 3.337 -1.052 0.160
N -1.652 -0.271 -0.413
O -3.032 -0.170 0.397
O 0.481 0.937 -0.142

---

99
Properties=species:S:1:pos:R:3 method="wB97M-V/def2-TZVPD" spin_multiplicity=1 charge=-2 relative_energy_kj_mol=474.0 homo_lumo_gap_ev=4.8
Ca 0.096 -0.881 0.485
C -3.965 -6.606 -3.180
O -3.704 -5.731 -2.106
C -2.613 -4.908 -2.212
C -1.854 -4.800 -3.389
C -0.797 -3.910 -3.407
C -0.491 -3.103 -2.315
C 0.582 -2.106 -2.391
C 1.824 -2.404 -3.153
O 0.488 -1.052 -1.742
C -1.201 -3.289 -1.073
O -0.814 -2.728 -0.001
C -2.298 -4.182 -1.083
H -4.861 -7.159 -2.907
H -3.139 -7.305 -3.335
H -4.154 -6.061 -4.110
H -2.062 -5.401 -4.261
H -0.203 -3.810 -4.309
H 1.972 -3.466 -3.320
H 2.690 -2.036 -2.595
H 1.835 -1.872 -4.111
H -2.875 -4.318 -0.177
C -1.611 2.848 -0.824
N -0.737 3.609 0.072
C 0.695 3.433 -0.168
P 1.309 1.702 0.270
C 2.317 2.072 1.768
C 2.058 1.354 2.930
C 2.831 1.546 4.071
C 3.859 2.472 4.057
C 4.120 3.206 2.902
C 3.360 3.002 1.764
C 2.660 1.474 -0.942
C 3.841 0.836 -0.551
C 4.745 0.378 -1.496
C 4.496 0.579 -2.848
C 3.357 1.259 -3.248
C 2.432 1.684 -2.302
C -1.227 4.405 1.088
C -0.456 4.669 2.233
C -0.966 5.439 3.263
C -2.252 5.962 3.199
C -3.022 5.696 2.077
C -2.523 4.935 1.031
P -0.913 1.124 -1.146
C -1.744 0.395 0.408
C -1.511 1.021 1.659
C -2.290 0.690 2.757
C -3.217 -0.336 2.666
C -3.330 -1.069 1.495
C -2.595 -0.730 0.368
C -2.260 0.678 -2.346
C -1.865 0.101 -3.550
C -2.798 -0.428 -4.433
C -4.148 -0.359 -4.133
C -4.562 0.266 -2.962
C -3.625 0.770 -2.074
H -1.694 3.327 -1.810
H -2.608 2.775 -0.398
H 1.276 4.168 0.381
H 0.872 3.592 -1.235
H 1.245 0.632 2.965
H 2.629 0.957 4.958
H 4.467 2.621 4.941
H 4.934 3.921 2.884
H 3.592 3.547 0.855
H 4.051 0.646 0.495
H 5.612 -0.187 -1.174
H 5.181 0.162 -3.574
H 3.159 1.427 -4.301
H 1.525 2.172 -2.638
H 0.538 4.249 2.330
H -0.351 5.614 4.138
H -2.647 6.560 4.010
H -4.029 6.092 2.006
H -3.135 4.767 0.155
H -0.819 1.842 1.758
H -2.135 1.212 3.691
H -3.820 -0.590 3.527
H -4.003 -1.915 1.445
H -2.768 -1.266 -0.553
H -0.809 0.056 -3.790
H -2.463 -0.913 -5.342
H -4.880 -0.794 -4.802
H -5.617 0.339 -2.726
H -3.968 1.209 -1.144
O 2.370 -2.464 7.874
C 2.162 -2.340 6.686
S 3.406 -2.511 5.454
C 2.363 -2.219 4.066
C 1.058 -1.967 4.286
S -0.253 -1.597 3.207
S 0.601 -1.936 5.993
S 3.292 -2.433 2.580
Se 5.116 -3.257 -2.260
Sb 4.552 -3.283 0.162
Se 6.457 -2.010 1.071
Se 4.512 -5.634 0.795
Se 2.147 -2.126 0.672

---

78
Properties=species:S:1:pos:R:3 method="wB97M-V/def2-TZVPD" spin_multiplicity=3 charge=+1 homo_lumo_gap_ev="8.1 / 8.0"
V -0.914 -0.050 -0.296
O -1.073 0.684 1.813
C -0.193 0.256 2.856
C -0.624 -1.110 3.411
C -1.315 -2.026 2.390
C -0.453 -2.535 1.272
C 0.249 -3.732 1.388
C 0.936 -4.247 0.302
C 0.888 -3.553 -0.902
C 0.191 -2.363 -0.942
N -0.440 -1.861 0.122
H -1.140 1.647 1.833
H -0.208 0.988 3.671
H 0.828 0.203 2.469
H -1.334 -0.956 4.224
H 0.255 -1.610 3.823
H -2.161 -1.495 1.941
H -1.694 -2.889 2.939
H 0.248 -4.255 2.330
H 1.486 -5.170 0.386
H 1.371 -3.923 -1.791
H 0.088 -1.806 -1.881
C 6.153 2.747 -2.271
C 5.396 2.433 -0.975
C 5.468 0.928 -0.716
C 6.059 3.162 0.210
C 3.971 2.950 -1.101
C 3.789 4.340 -1.170
C 2.539 4.903 -1.251
C 1.441 4.061 -1.214
S -0.229 4.508 -1.287
C -0.647 2.810 -1.132
N 0.366 1.991 -1.031
C 1.569 2.659 -1.124
C 2.863 2.119 -1.122
C -2.044 2.447 -1.070
C -2.977 3.410 -1.487
C -4.329 3.169 -1.425
C -4.769 1.976 -0.870
C -3.851 1.037 -0.434
C -2.478 1.198 -0.575
H 7.196 2.462 -2.168
H 6.111 3.807 -2.505
H 5.730 2.201 -3.112
H 6.505 0.639 -0.571
H 5.083 0.362 -1.561
H 4.918 0.665 0.184
H 6.985 2.663 0.485
H 5.405 3.177 1.081
H 6.302 4.190 -0.046
H 4.647 4.990 -1.184
H 2.405 5.972 -1.313
H 3.007 1.052 -1.209
H -2.621 4.355 -1.874
H -5.036 3.901 -1.785
H -5.823 1.763 -0.789
H -4.221 0.118 -0.003
C -6.409 -2.149 0.029
Si -4.824 -3.216 -0.040
C -4.974 -4.602 -1.336
C -4.546 -4.004 1.682
C -3.347 -2.124 -0.395
C -2.449 -1.305 -0.466
H -7.290 -2.754 0.233
H -6.583 -1.634 -0.911
H -6.351 -1.397 0.812
H -5.848 -5.218 -1.140
H -4.110 -5.258 -1.326
H -5.076 -4.205 -2.341
H -5.387 -4.647 1.922
H -4.473 -3.260 2.469
H -3.650 -4.617 1.717
C 2.739 -1.137 0.803
O 1.656 -0.279 0.507
H 3.460 -0.650 1.465
H 3.251 -1.455 -0.110
H 2.332 -2.011 1.307
H 2.009 0.561 0.175

---

Number 1: F_max 0.67 eV/A, electronic energy -98689.761 eV. Number 2: F_max 6.65 eV/A, electronic energy -11518.829 eV. Number 3: F_max 4.25 eV/A, electronic energy -10897.827 eV. Number 4: F_max 1.78 eV/A, electronic energy -325875.196 eV. Number 5: F_max 3.81 eV/A, electronic energy -23403.755 eV. Number 6: F_max 3.96 eV/A, electronic energy -74115.877 eV. Number 7: F_max 1.02 eV/A, electronic energy -67553.676 eV. Number 8: F_max 7.86 eV/A, electronic energy -8769.733 eV. Number 9: F_max 4.45 eV/A, electronic energy -404208.870 eV. Number 10: F_max 2.87 eV/A, electronic energy -84265.299 eV.